(1)
Here is a structure of composition C32H62Br8F3NiO12S5 from the OMol25 dataset. Energies are from the ωB97M-V functional and the def2-TZVPD basis.

Positions of all 123 atoms, in Å:
Ni (2.204, -1.423, 6.107)
C (1.187, -0.461, 0.544)
O (-0.194, -0.441, 0.137)
O (1.217, -0.726, 1.911)
C (2.030, -1.412, -0.421)
F (3.385, -1.281, -0.169)
F (1.657, -2.704, -0.365)
F (2.051, -1.148, -1.736)
C (-0.573, 0.176, -1.072)
C (-2.114, 0.211, -1.072)
H (-2.500, 0.888, -1.834)
H (-2.573, -0.760, -1.261)
H (-2.501, 0.595, -0.129)
H (-0.228, -0.420, -1.917)
H (-0.175, 1.167, -1.290)
H (1.547, 0.539, 0.302)
C (0.555, 5.294, 3.522)
C (0.932, 6.302, 4.588)
C (1.686, 5.640, 5.740)
S (0.693, 4.033, 5.920)
O (-0.273, 4.264, 6.976)
O (1.494, 2.804, 5.972)
C (-0.192, 4.103, 4.315)
H (1.461, 4.890, 3.069)
H (-0.021, 5.688, 2.685)
H (0.034, 6.701, 5.061)
H (1.440, 7.167, 4.162)
H (1.832, 6.157, 6.688)
H (2.660, 5.406, 5.311)
H (-1.194, 4.505, 4.464)
H (-0.298, 3.114, 3.868)
C (3.205, 6.100, -5.222)
C (2.415, 6.131, -3.908)
C (2.757, 7.464, -3.101)
S (4.388, 8.071, -3.702)
O (5.415, 7.795, -2.634)
O (4.271, 9.415, -4.346)
C (4.608, 6.719, -4.931)
H (2.683, 6.762, -5.913)
H (3.175, 5.110, -5.678)
H (2.657, 5.307, -3.237)
H (1.326, 6.090, -3.881)
H (2.760, 7.338, -2.018)
H (2.006, 8.168, -3.458)
H (5.280, 5.928, -4.597)
H (5.033, 7.259, -5.777)
C (-4.241, -1.196, 4.073)
C (-4.409, -2.588, 3.579)
C (-3.405, -3.382, 4.378)
S (-3.123, -2.655, 6.053)
O (-1.776, -2.096, 6.035)
O (-3.607, -3.484, 7.144)
C (-4.305, -1.326, 5.633)
H (-5.055, -0.573, 3.704)
H (-3.295, -0.755, 3.759)
H (-4.181, -2.667, 2.516)
H (-5.433, -2.898, 3.787)
H (-2.470, -3.626, 3.873)
H (-3.838, -4.372, 4.519)
H (-4.084, -0.482, 6.287)
H (-5.238, -1.820, 5.904)
C (-6.465, 7.490, -0.129)
C (-7.743, 8.276, -0.597)
C (-8.912, 7.315, -0.635)
S (-8.282, 5.802, -1.421)
O (-8.452, 5.932, -2.916)
O (-8.531, 4.568, -0.629)
C (-6.449, 6.277, -1.075)
H (-6.552, 7.107, 0.888)
H (-5.487, 7.972, -0.150)
H (-7.550, 8.856, -1.499)
H (-7.939, 9.008, 0.186)
H (-9.834, 7.621, -1.130)
H (-9.184, 6.931, 0.348)
H (-5.982, 6.419, -2.050)
H (-5.974, 5.416, -0.604)
C (1.355, -8.913, 1.448)
C (0.394, -7.956, 2.109)
C (-0.289, -8.549, 3.337)
S (0.689, -10.047, 3.822)
O (-0.139, -11.179, 3.425)
O (1.018, -9.920, 5.240)
C (2.042, -9.704, 2.608)
H (1.980, -8.408, 0.711)
H (0.902, -9.597, 0.730)
H (-0.388, -7.652, 1.413)
H (0.899, -7.071, 2.496)
H (-1.346, -8.808, 3.263)
H (-0.142, -7.828, 4.141)
H (2.627, -10.586, 2.348)
H (2.703, -9.032, 3.154)
Br (7.567, -7.178, 1.103)
C (7.944, -5.807, 2.523)
C (9.391, -5.892, 3.100)
Br (10.720, -4.981, 1.902)
H (7.198, -5.966, 3.301)
H (7.671, -4.805, 2.193)
H (9.713, -6.926, 3.224)
H (9.598, -5.399, 4.050)
Br (-3.687, 4.569, -8.998)
C (-2.272, 3.384, -8.178)
C (-2.808, 1.999, -7.731)
Br (-1.347, 0.810, -7.085)
H (-1.821, 3.921, -7.344)
H (-1.532, 3.288, -8.972)
H (-3.291, 1.466, -8.550)
H (-3.457, 2.104, -6.862)
Br (-3.606, -5.728, -2.672)
C (-1.766, -5.434, -3.385)
C (-1.416, -6.404, -4.506)
Br (-2.653, -6.103, -6.028)
H (-0.964, -5.395, -2.647)
H (-1.889, -4.399, -3.703)
H (-1.320, -7.445, -4.199)
H (-0.425, -6.175, -4.897)
Br (8.881, -3.312, -3.498)
C (7.022, -3.911, -3.626)
C (7.084, -5.030, -4.695)
Br (5.282, -5.823, -4.829)
H (6.511, -3.043, -4.043)
H (6.634, -4.318, -2.692)
H (7.853, -5.720, -4.348)
H (7.467, -4.694, -5.659)

## Properties
Kohn-Sham gap (alpha / beta) ... 4.58 / 4.60 eV
HOMO energy (alpha / beta) ... -11.436 / -11.436 eV
Multiplicity ... 3
Net charge ... +1
ΔE to the lowest compared entry with this formula, charge and spin ... 890.0 kJ/mol
Strongest force on any atom ... 0.0695 hartree/bohr

(2)
Here is a cluster of 2 separate species, C4H13N2 in total from the OMol25 dataset. Energies are from the ωB97M-V functional and the def2-TZVPD basis.

Positions of all 19 atoms, in Å:
C (-2.418, -2.246, 0.317)
N (-1.286, -2.121, -0.233)
H (-3.106, -3.086, 0.172)
H (-2.699, -1.476, 0.998)
H (-0.612, -1.388, 0.077)
H (-0.959, -2.694, -0.973)
C (-0.924, 1.233, 0.313)
C (0.405, 0.560, 0.074)
N (1.396, 1.590, -0.172)
C (2.730, 1.027, -0.368)
H (-1.734, 0.438, 0.320)
H (-1.166, 1.933, -0.549)
H (-0.977, 1.806, 1.234)
H (0.302, -0.141, -0.791)
H (0.710, -0.083, 0.960)
H (1.386, 2.230, 0.615)
H (3.484, 1.913, -0.535)
H (3.131, 0.419, 0.568)
H (2.713, 0.401, -1.275)

## Properties
Kohn-Sham gap ... 6.49 eV
HOMO energy ... -12.243 eV
Net charge ... +1
ΔE to the lowest compared entry with this formula, charge and spin ... 285.3 kJ/mol
Strongest force on any atom ... 0.0463 hartree/bohr

(3)
Here is an isolated molecule of C5H6S2 from the OMol25 dataset. Energies are from the ωB97M-V functional and the def2-TZVPD basis.

Positions of all 13 atoms, in Å:
C (1.829, 0.156, 0.106)
C (1.571, -1.221, 0.143)
C (0.856, 1.051, -0.325)
C (-1.054, -0.649, -0.222)
C (-2.431, -0.924, -0.317)
S (0.110, -1.978, -0.088)
S (-3.647, 0.178, 0.069)
H (2.735, 0.539, 0.448)
H (2.258, -1.954, 0.558)
H (0.919, 2.075, 0.053)
H (-0.112, 0.658, -0.553)
H (-2.787, -1.929, -0.432)
H (-3.021, 1.262, 0.532)

## Properties
Kohn-Sham gap (alpha / beta) ... 6.86 / 6.31 eV
HOMO energy (alpha / beta) ... -7.833 / -7.455 eV
Net charge ... 0
ΔE to the lowest compared entry with this formula, charge and spin ... 449.1 kJ/mol
Strongest force on any atom ... 0.0973 hartree/bohr

(4)
Here is a cluster of 2 separate species, C2H4NO3 in total from the OMol25 dataset. Energies are from the ωB97M-V functional and the def2-TZVPD basis.

Positions of all 10 atoms, in Å:
C (-0.563, 1.711, 1.161)
N (-0.382, 1.027, 0.010)
O (-1.623, 2.039, 1.683)
H (0.332, 1.970, 1.761)
H (0.313, 0.284, 0.005)
H (-1.328, 0.875, -0.325)
O (1.216, -0.860, -1.408)
C (0.738, -1.999, -1.109)
O (-0.096, -2.212, -0.214)
H (1.394, -2.835, -1.564)

## Properties
Kohn-Sham gap ... 8.72 eV
HOMO energy ... -4.597 eV
Net charge ... -1
ΔE to the lowest compared entry with this formula, charge and spin ... 61.3 kJ/mol
Strongest force on any atom ... 0.0499 hartree/bohr

(5)
Here is a structure of composition C19H25N3O6Pd from the OMol25 dataset. Energies are from the ωB97M-V functional and the def2-TZVPD basis.

Positions of all 54 atoms, in Å:
Pd (0.494, 0.396, 1.100)
O (0.912, 4.361, 2.821)
C (0.693, 3.379, 2.124)
O (0.636, 2.186, 2.516)
C (0.311, 3.687, 0.626)
C (-1.017, 3.026, 0.209)
C (-1.639, 3.873, -0.919)
C (-0.696, 3.528, -2.085)
C (0.236, 2.492, -1.421)
O (-0.629, 1.845, -0.492)
C (1.241, 3.240, -0.528)
C (2.506, 2.365, -0.207)
O (3.589, 2.896, -0.414)
O (2.344, 1.155, 0.109)
H (0.210, 4.775, 0.612)
H (-1.689, 2.771, 1.030)
H (-1.642, 4.935, -0.683)
H (-2.660, 3.545, -1.116)
H (-0.131, 4.385, -2.444)
H (-1.233, 3.091, -2.924)
H (0.674, 1.763, -2.105)
H (1.650, 4.112, -1.048)
O (0.497, -1.239, 2.689)
N (-0.831, -1.381, 2.647)
C (-1.600, -0.229, 2.287)
C (-2.951, -0.422, 2.009)
C (-3.529, -1.672, 2.004)
C (-2.721, -2.789, 2.407)
C (-1.409, -2.600, 2.714)
H (-1.233, 0.690, 2.745)
H (-3.561, 0.452, 1.808)
H (-4.564, -1.820, 1.744)
H (-3.160, -3.769, 2.506)
H (-0.759, -3.408, 3.026)
C (1.607, -1.119, -1.746)
C (1.917, -2.440, -2.491)
N (1.214, -3.545, -1.849)
C (1.764, -3.730, -0.508)
C (1.776, -2.386, 0.252)
N (0.941, -1.427, -0.479)
C (-0.369, -2.013, -0.757)
C (-0.199, -3.196, -1.740)
H (0.947, -0.480, -2.337)
H (2.512, -0.552, -1.524)
H (2.985, -2.671, -2.477)
H (1.596, -2.397, -3.536)
H (2.770, -4.146, -0.611)
H (1.142, -4.468, 0.002)
H (2.778, -1.959, 0.314)
H (1.390, -2.481, 1.271)
H (-1.013, -1.233, -1.175)
H (-0.806, -2.355, 0.184)
H (-0.551, -2.939, -2.743)
H (-0.742, -4.082, -1.399)

## Properties
Kohn-Sham gap (alpha / beta) ... 5.56 / 7.37 eV
HOMO energy (alpha / beta) ... -2.887 / -5.428 eV
Multiplicity ... 4
Net charge ... -1
ΔE to the lowest compared entry with this formula, charge and spin ... 57.4 kJ/mol
Strongest force on any atom ... 0.0360 hartree/bohr

(6)
Here is a structure of composition C10H4BrNO5Tb from the OMol25 dataset. Energies are from the ωB97M-V functional and the def2-TZVPD basis.

Positions of all 22 atoms, in Å:
O (0.001, 3.640, -1.840)
C (-0.001, 2.490, -1.841)
Tb (-0.002, 0.001, -1.493)
O (-0.002, 0.017, -5.231)
C (-0.002, 0.015, -4.061)
C (-0.003, -2.454, -1.828)
O (-0.005, -3.597, -1.833)
C (-2.462, 0.017, -1.806)
O (-3.618, 0.018, -1.840)
C (2.457, 0.012, -1.806)
O (3.616, 0.014, -1.840)
Br (-0.066, -2.851, 3.686)
C (-0.026, -1.172, 2.793)
C (0.006, 0.072, 3.444)
C (0.036, 1.302, 2.763)
C (0.032, 1.247, 1.372)
N (0.000, 0.027, 0.766)
C (-0.029, -1.183, 1.389)
H (0.007, 0.044, 4.518)
H (0.060, 2.282, 3.257)
H (0.054, 2.126, 0.702)
H (-0.052, -2.067, 0.728)

## Properties
Kohn-Sham gap (alpha / beta) ... 4.86 / 5.16 eV
HOMO energy (alpha / beta) ... -19.032 / -19.037 eV
Multiplicity ... 7
Net charge ... +3
Strongest force on any atom ... 0.1542 hartree/bohr

no.,energy (eV)
1,-722453.210
2,-7330.530
3,-26947.270
4,-9773.174
5,-40341.694
6,-114606.718